Here is a single C10H13O2P molecule in a non-equilibrium geometry from the OMol25 dataset. Energies are from ωB97M-V with the def2-TZVPD basis set.

Structure (XYZ):
```
26
Properties=species:S:1:pos:R:3:forces:R:3:lowdin_charge:R:1
O -2.863369 -1.558047 -0.588373 -0.89 -0.05 -0.03 -0.056
C -3.319003 -0.563818 -1.097103 -1.03 1.58 -1.32 -0.308
C -2.837979 0.831867 -0.824006 2.65 -0.21 -0.71 -0.174
C -2.341240 0.834278 0.621147 1.45 0.10 -0.85 -0.275
C -0.823644 0.501807 0.693751 0.60 0.68 -1.81 -0.281
P -0.393168 -1.111595 -0.333330 1.66 1.25 1.19 1.001
O -0.398789 -2.341710 0.788631 1.40 1.19 -0.28 -0.278
C 1.452189 -0.747430 -0.287838 -1.22 0.25 0.57 -0.371
C 1.854262 0.396165 -0.968495 4.49 -0.22 0.36 -0.127
C 3.254300 0.727505 -1.054758 -0.65 -1.65 0.23 -0.056
C 4.209816 -0.128887 -0.451922 -2.24 -0.20 0.64 -0.100
C 3.795021 -1.196247 0.344835 -3.13 0.81 -0.57 -0.056
C 2.371039 -1.480269 0.447019 2.92 1.11 -1.65 -0.066
H -4.101305 -0.514650 -1.891403 0.14 -1.08 0.14 0.127
H -3.448782 1.721634 -1.183223 0.63 -1.52 0.40 0.132
H -1.778535 0.760618 -1.433278 -2.46 0.54 0.61 0.138
H -2.645637 1.721938 1.132604 0.12 0.59 0.49 0.097
H -2.769242 -0.019237 1.060874 -1.02 -0.75 1.13 0.073
H -0.210029 1.221530 -0.044957 -1.30 -1.00 2.22 0.091
H -0.503050 0.509821 1.767536 0.29 -0.08 -1.14 0.096
H -1.245618 -2.727973 0.748161 -1.69 -0.98 -0.01 0.005
H 1.307444 1.080269 -1.520455 -1.86 0.76 -0.85 0.065
H 3.595498 1.542649 -1.700134 -0.25 -0.16 0.38 0.097
H 5.240721 -0.020043 -0.535133 1.63 0.70 -0.40 0.071
H 4.481948 -1.792064 0.895419 0.51 -0.45 0.18 0.085
H 2.109822 -2.387359 0.883408 -0.73 -1.20 1.08 0.069
```
Forces are in eV/Å.

As for the structure (SMILES): O=CCCCP(O)c1ccccc1. The HOMO energy is -8.183 eV. Its charge is 0. For the LUMO energy, the calculation gives 0.8 eV. For the energy above the lowest of the compared OMol25 structures with the same formula, charge and spin, the calculation gives 17.2 kcal/mol.

***

Here is 2 unconnected molecules or ions with the total composition C10H13O3 in a non-equilibrium geometry from the OMol25 dataset. Energies are from ωB97M-V with the def2-TZVPD basis set.

Structure (XYZ):
```
26
Properties=species:S:1:pos:R:3:forces:R:3:lowdin_charge:R:1
C 1.018952 3.031282 0.434837 0.09 -0.44 0.83 -0.164
C -0.252100 2.755263 -0.382000 0.62 0.14 -0.30 -0.081
C 2.325740 2.397076 -0.028798 -0.46 1.16 -1.31 -0.564
O 3.067775 3.117067 -0.664714 0.38 -0.40 0.29 0.067
O 2.559897 1.112453 0.105467 -0.25 -0.39 0.52 0.096
H 1.243816 4.093640 0.479335 -0.12 0.06 -0.29 0.109
H 0.763261 2.768972 1.470401 0.22 -0.25 -0.07 0.113
H -0.182330 2.877894 -1.464845 0.47 0.32 0.06 0.079
H -0.908257 3.537713 -0.011421 -0.81 -0.49 -0.10 0.071
H -0.600626 1.725335 -0.270831 -0.31 0.26 0.48 0.055
C -3.431058 -2.848358 -1.019126 1.02 -1.37 -0.48 -0.047
C -1.279238 -0.890406 1.235093 -0.41 0.23 0.42 0.026
C 0.062059 -1.045088 0.693211 -1.12 0.34 0.79 -0.365
C -2.367521 -1.403437 0.605961 1.47 -0.42 -0.81 -0.026
C -2.124981 -2.327666 -0.466190 -1.92 1.23 -0.16 -0.224
C 0.207655 -1.907665 -0.437171 1.23 -0.10 -0.63 0.040
C -0.864092 -2.492998 -1.052801 -0.49 -0.63 1.08 -0.018
O 0.954943 -0.341015 1.214692 -0.42 -1.02 0.24 0.047
H -1.356800 -0.300075 2.140596 -0.01 0.27 -0.20 0.125
H -3.388944 -1.081310 0.754959 0.02 -0.28 0.65 0.120
H 1.225278 -2.069632 -0.782694 -0.14 0.09 -0.13 0.132
H 1.849610 0.597475 0.627101 1.06 0.62 -0.71 0.029
H -3.962868 -3.474911 -0.299396 -0.14 0.55 0.37 0.090
H -3.263354 -3.581017 -1.815506 -0.01 0.51 -0.37 0.080
H -0.784272 -3.201359 -1.868191 0.28 0.21 -0.09 0.121
H -4.025603 -1.999595 -1.347282 -0.25 -0.18 -0.09 0.091
```
Forces are in eV/Å.

The spin multiplicity is 2. The HOMO energy (spin up / spin down) is -9.092 / -9.093 eV. Its charge is 0. For the LUMO energy (spin up / spin down), the calculation gives 0.4 / -2.6 eV. For the energy above the lowest of the compared OMol25 structures with the same formula, charge and spin, the calculation gives 12.6 kcal/mol.

***

Here is a single C10H13OP molecule in a non-equilibrium geometry from the OMol25 dataset. Energies are from ωB97M-V with the def2-TZVPD basis set.

Structure (XYZ):
```
25
Properties=species:S:1:pos:R:3:forces:R:3:lowdin_charge:R:1
C -2.242809 -4.046188 0.747022 -0.01 -0.45 0.35 0.086
C -1.075201 -3.780637 0.773157 1.02 2.11 -0.85 -0.234
P 0.268144 -2.651179 0.406267 3.49 -2.07 -3.58 0.965
O 1.569205 -3.539298 -1.040313 -3.60 2.53 4.12 -0.536
C 0.964412 -2.482232 2.023765 0.52 0.09 -0.65 -0.241
C 1.663618 -2.643716 2.993031 -2.11 0.78 -3.05 0.111
C -0.084401 -0.922790 -0.357494 -1.53 0.19 1.35 -0.384
C -0.985684 0.101805 0.432658 -1.27 -2.36 -0.40 -0.224
C -1.154592 1.399044 -0.311466 1.52 0.40 -1.63 -0.186
C 0.234223 2.092352 -0.691745 -0.92 -2.29 -0.78 -0.156
C 1.182948 1.025397 -1.370577 -0.95 0.44 0.49 -0.179
C 1.264585 -0.188811 -0.436745 0.26 -3.52 -1.87 -0.244
H -3.224923 -4.386222 0.857280 -0.82 -0.28 -0.07 0.025
H 1.966705 -3.054108 3.844977 1.61 -0.94 3.17 -0.005
H -0.621511 -1.240677 -1.294070 0.98 0.57 0.49 0.134
H -0.586758 0.280553 1.407757 0.59 0.06 0.72 0.097
H -1.970477 -0.394533 0.624050 0.43 0.60 -0.21 0.116
H -1.798585 2.049375 0.233951 -0.31 0.70 0.58 0.095
H -1.668261 1.222397 -1.251350 -0.20 -0.22 -0.26 0.106
H 0.104351 2.917498 -1.371996 -0.27 0.40 -0.08 0.094
H 0.654430 2.430221 0.212392 0.81 0.60 1.11 0.083
H 0.842723 0.900099 -2.451008 0.57 -0.48 1.48 0.138
H 2.216216 1.313916 -1.327908 0.44 0.99 -0.63 0.092
H 1.977518 -1.075003 -0.799775 -0.69 2.36 0.72 0.130
H 1.466688 0.155369 0.592536 0.41 -0.23 -0.50 0.116
```
Forces are in eV/Å.

As for the structure (SMILES): C#CP(=O)(C#C)C1CCCCC1. The HOMO energy (spin up / spin down) is -8.755 / -8.756 eV. Its charge is 0. For the LUMO energy (spin up / spin down), the calculation gives -0.2 / -0.2 eV. For the energy above the lowest of the compared OMol25 structures with the same formula, charge and spin, the calculation gives 159.3 kcal/mol.

***

Here is a single C10H13P molecule in a non-equilibrium geometry from the OMol25 dataset. Energies are from ωB97M-V with the def2-TZVPD basis set.

Structure (XYZ):
```
24
Properties=species:S:1:pos:R:3:forces:R:3:lowdin_charge:R:1
C -3.293202 1.198371 -0.070898 -1.50 0.47 0.13 -0.169
C -1.930542 1.493158 0.077956 3.76 4.12 1.08 -0.216
C -3.681046 -0.045030 -0.152674 0.55 -3.01 -1.24 -0.159
C 1.092687 0.838948 0.308213 -3.88 0.01 1.87 -0.075
C -0.999572 0.682837 0.532013 3.80 -0.93 -0.49 -0.241
C 1.404673 -0.435055 0.270117 0.53 -0.37 -2.69 -0.408
C -2.755910 -1.304204 -0.176098 -0.97 -0.26 2.22 -0.321
C 0.384097 -1.518904 0.151211 0.22 -2.59 -0.10 -0.375
C 1.966276 2.010500 0.600146 0.08 0.71 -1.53 -0.089
C 2.848414 -0.933976 0.056718 -0.73 2.46 -0.80 -0.045
P -1.221259 -1.063679 0.998988 -0.54 0.52 -0.77 0.978
H -4.025859 1.981765 -0.138717 -0.10 0.32 -0.01 0.103
H -1.480812 2.584536 0.071237 -1.48 -1.85 -0.75 0.138
H -4.665818 -0.401137 -0.403648 -0.57 0.69 0.16 0.090
H -3.485145 -2.052835 0.293416 1.49 0.52 -0.26 0.076
H -2.588066 -1.725772 -1.155698 0.30 0.32 -0.61 0.059
H 0.226299 -2.073393 -0.860894 0.44 1.49 1.27 0.119
H 0.969175 -2.285972 0.731993 -1.33 -0.12 -0.17 0.076
H 2.396971 1.980801 1.587882 0.31 -0.29 0.30 0.075
H 1.461081 2.972988 0.542867 -0.40 -0.08 -0.04 0.064
H 2.764722 2.107709 -0.189819 -0.49 -0.32 0.87 0.092
H 3.202260 -1.158754 1.040536 0.99 -0.30 0.31 0.077
H 3.401442 -0.135960 -0.504005 -0.04 -0.28 1.25 0.087
H 2.957839 -1.712564 -0.663360 -0.46 -1.23 0.00 0.063
```
Forces are in eV/Å.

The HOMO energy is -7.709 eV. Its charge is 0. For the LUMO energy, the calculation gives 0.8 eV. For the energy above the lowest of the compared OMol25 structures with the same formula, charge and spin, the calculation gives 66.0 kcal/mol.